Molecular formula: C16H21LuO3
Method: DFT, ωB97M-V with the def2-TZVPD basis set

Computed properties:
Net charge: -2
E (Eh): -2083.52135
Gap between HOMO and LUMO (eV): 2.44
E_HOMO (eV): 2.64

Cartesian coordinates (Å):
Lu (0.318, 0.149, 1.196)
O (0.571, 0.394, -0.793)
O (2.226, -0.365, 1.881)
O (4.158, -0.953, 2.938)
C (-0.843, -1.381, -3.807)
C (0.851, 2.165, 2.754)
C (1.443, -0.121, -1.750)
C (2.964, -0.684, 2.919)
C (0.049, -2.448, 0.954)
C (0.674, 2.680, 1.430)
C (-0.397, 1.623, 3.191)
C (-1.350, 1.807, 2.137)
C (-1.408, -1.344, 2.367)
C (-1.451, 1.024, -3.198)
C (-0.447, -0.020, -3.422)
C (-0.973, -1.850, 0.158)
C (-0.689, 2.455, 1.047)
C (-1.872, -1.160, 1.025)
C (-0.221, -2.138, 2.324)
C (0.972, 0.269, -3.177)
H (2.372, -0.692, 3.870)
H (0.331, -2.515, 3.187)
H (-1.160, 2.794, 0.123)
H (1.755, 2.253, 3.359)
H (2.455, 0.280, -1.560)
H (-0.598, 1.211, 4.183)
H (-1.170, 1.640, -2.328)
H (1.143, 1.347, -3.311)
H (-1.900, -0.992, 3.276)
H (1.491, -1.224, -1.673)
H (-1.106, -1.985, -0.917)
H (-2.410, 1.552, 2.178)
H (-1.554, 1.705, -4.062)
H (-2.444, 0.588, -3.012)
H (1.590, -0.286, -3.892)
H (-0.195, -2.133, -3.329)
H (-1.886, -1.578, -3.517)
H (-2.781, -0.645, 0.709)
H (1.420, 3.227, 0.853)
H (-0.773, -1.555, -4.896)
H (0.849, -3.094, 0.584)